<a>
Entry from the Open Molecules 2025 dataset: one molecule with the formula C3H8O4 (wB97M-V/def2-TZVPD).

Results
structure (SMILES) = OOCCC(O)O
Kohn-Sham gap = 10.74 eV
E_HOMO = -10.04 eV

Each line ends with the Löwdin charge.
Element x y z (Å)
O -0.8292 1.1540 1.3388  0.04
O -1.6262 -0.9373 -1.0980  -0.01
O -1.1820 -1.2581 0.2201  -0.18
O -0.3837 1.6631 -0.8327  -0.04
C 1.0157 -0.1363 -0.0083  -0.07
C 0.2230 -1.4294 0.2412  -0.20
C 0.1409 1.2761 0.3989  -0.46
H -1.5126 0.5333 1.0266  0.10
H 0.3886 -1.7925 1.2583  0.13
H -1.4562 0.0235 -1.1838  0.07
H 1.4209 -0.1337 -1.0240  0.10
H 0.8870 1.9740 0.7833  0.14
H 0.5106 -2.2175 -0.4661  0.12
H 0.5158 1.4077 -1.2992  0.15
H 1.8875 -0.1269 0.6449  0.10



<b>
Entry from the Open Molecules 2025 dataset: a 2-piece molecular cluster, C3H8O4 overall (wB97M-V/def2-TZVPD).

Results
structure (SMILES) = O=C(O)CCO.O
Kohn-Sham gap = 10.80 eV
E_HOMO = -10.35 eV

Each line ends with the Löwdin charge.
Element x y z (Å)
O 0.4639 -1.7712 0.5194  0.08
O -0.9653 -0.0297 0.6767  0.06
O -3.5129 -1.9595 1.0155  -0.07
O 2.5066 2.1413 -1.3622  -0.09
C 1.5281 1.0276 -1.1603  -0.20
C 0.3008 -0.5618 0.6093  -0.46
C 1.3823 0.5425 0.3305  -0.09
H -1.6748 -0.7283 0.6498  0.10
H 2.3416 0.0906 0.6483  0.12
H 1.7368 0.0691 -1.6734  0.12
H 2.3289 2.6018 -2.2088  0.09
H -4.3117 -2.1457 0.4720  0.06
H -3.8218 -2.0401 1.9462  0.06
H 1.1910 1.4180 0.9803  0.12
H 0.5063 1.3455 -1.4435  0.11



Relative energy of each structure, in kcal/mol: <a> 82.7; <b> 0.0.



<a>
Entry from the Open Molecules 2025 dataset: one molecule with the formula C2H2OS (wB97M-V/def2-TZVPD).

Results
<S²> = 2.008
spin multiplicity = 3
Kohn-Sham gap (alpha / beta) = 7.60 / 7.34 eV
E_HOMO (alpha / beta) = -7.10 / -10.46 eV

Each line ends with the Löwdin charge.
Element x y z (Å)
S -0.6894 1.4268 -0.0077  0.93
O -1.7378 -1.3143 -0.0307  -0.01
C 0.6754 0.1540 -0.0356  -0.35
C -0.7409 -0.2417 0.0251  -0.70
H 1.2031 0.0091 0.9296  0.08
H 1.2897 -0.0339 -0.8807  0.05



<b>
Entry from the Open Molecules 2025 dataset: C2H2OS as an isolated structure (wB97M-V/def2-TZVPD).

Results
<S²> = 2.015
spin multiplicity = 3
Kohn-Sham gap (alpha / beta) = 6.88 / 8.28 eV
E_HOMO (alpha / beta) = -7.23 / -10.75 eV

Each line ends with the Löwdin charge.
Element x y z (Å)
S -3.2646 0.1190 -0.0616  0.72
O -0.3514 -1.7018 0.0670  0.05
C -1.7220 0.1701 0.0675  -0.65
C -0.3712 -0.4076 -0.0474  -0.44
H -0.1947 -0.0195 -1.3172  0.25
H 0.3258 0.1329 0.4453  0.06



Relative energy of each structure, in kcal/mol: <a> 15.2; <b> 0.0.



<a>
Entry from the Open Molecules 2025 dataset: one molecule with the formula C3H3Cl3S2 (wB97M-V/def2-TZVPD).

Results
structure (SMILES) = S=C(S)CC(Cl)(Cl)Cl
Kohn-Sham gap = 8.39 eV
E_HOMO = -8.68 eV

Each line ends with the Löwdin charge.
Element x y z (Å)
Cl 2.6849 0.9408 0.9247  0.65
Cl 1.8052 -1.6858 0.4092  0.63
Cl 2.0587 0.1457 -1.7972  0.53
S -2.5784 0.6966 -0.2687  0.74
S -1.3314 -1.9443 -0.5152  0.64
C -1.2496 -0.4055 -0.1441  -1.17
C 1.6273 -0.0432 -0.0204  -1.67
C 0.3081 0.5364 0.3691  -0.33
H -3.4716 -0.2893 -0.3326  -0.13
H -0.0857 1.4653 -0.0337  0.07
H 0.2328 0.5833 1.4089  0.05



<b>
Entry from the Open Molecules 2025 dataset: a 2-piece molecular cluster, C3H3Cl3S2 overall (wB97M-V/def2-TZVPD).

Results
Kohn-Sham gap (alpha / beta) = 8.58 / 6.06 eV
E_HOMO (alpha / beta) = -9.31 / -7.48 eV

Each line ends with the Löwdin charge.
Element x y z (Å)
Cl -2.9419 -1.5007 0.0210  0.59
Cl -2.1161 1.0743 -0.9759  0.61
Cl -1.4495 0.2007 1.8035  0.34
S 2.5310 0.0026 0.7741  0.71
S 0.9665 2.6258 -0.0010  0.67
C -0.4004 -0.9796 -0.4845  -0.15
C 1.4803 1.1822 0.2743  -1.27
C -1.6432 -0.3514 -0.1350  -1.57
H 3.8039 0.5100 0.2144  -0.05
H 0.1675 -0.7072 -1.3130  0.04
H -0.3980 -2.0566 -0.1778  0.08



Relative energy of each structure, in kcal/mol: <a> 0.0; <b> 58.8.



<a>
Entry from the Open Molecules 2025 dataset: a 2-piece molecular cluster, C4H12NO overall (wB97M-V/def2-TZVPD).

Results
<S²> = 0.754
spin multiplicity = 2
Kohn-Sham gap (alpha / beta) = 6.53 / 10.50 eV
E_HOMO (alpha / beta) = -5.59 / -9.60 eV

Each line ends with the Löwdin charge.
Element x y z (Å)
O -2.3264 2.3913 0.2924  -0.06
N -0.4734 0.0889 -1.2023  -0.13
C 1.3872 -1.5693 1.7140  -0.10
C 1.0133 -1.3080 0.2216  -0.23
C 0.1397 -0.0717 0.1166  -0.26
C -0.0993 1.0418 -2.1248  -0.07
H -0.9075 -0.7667 -1.5109  0.11
H 2.4683 -1.5218 1.8556  0.06
H -0.5617 0.9559 -3.0893  0.03
H -3.0763 1.9864 0.7389  0.03
H 0.3779 -2.1305 -0.0868  0.10
H 1.1652 -2.6044 1.9704  0.06
H -2.7197 3.1195 -0.2068  0.04
H 1.9098 -1.1601 -0.3596  0.10
H 0.7382 0.8131 0.3314  0.12
H 0.9524 -0.8281 2.3785  0.06
H 0.7139 1.6882 -1.8424  0.03
H -0.7014 -0.1244 0.8033  0.11



<b>
Entry from the Open Molecules 2025 dataset: a 2-piece molecular cluster, C4H12NO overall (wB97M-V/def2-TZVPD).

Results
<S²> = 0.753
spin multiplicity = 2
Kohn-Sham gap (alpha / beta) = 6.68 / 10.25 eV
E_HOMO (alpha / beta) = -5.79 / -9.40 eV

Each line ends with the Löwdin charge.
Element x y z (Å)
O 3.0220 -2.3023 -0.6561  -0.06
N -0.8391 -0.9554 0.3828  -0.12
C -1.3775 2.7869 -0.3392  -0.12
C -0.5475 1.5178 -0.1010  -0.28
C 0.4700 -1.1994 0.7114  -0.07
C -1.4424 0.3850 0.4003  -0.22
H -1.2030 -1.6893 -0.1863  0.10
H -2.0693 0.3149 -0.4927  0.11
H -2.3738 2.5521 -0.7349  0.07
H -1.5096 3.4570 0.5078  0.07
H -0.9058 3.3131 -1.1689  0.06
H 3.5653 -1.5462 -0.8577  0.03
H 1.0349 -1.9215 0.1579  0.01
H -0.0368 1.2990 -1.0450  0.10
H 0.8372 -0.7238 1.6169  0.05
H 3.1385 -3.0049 -1.3083  0.05
H 0.3283 1.7694 0.5157  0.10
H -1.8975 0.6707 1.3451  0.12



Relative energy of each structure, in kcal/mol: <a> 0.0; <b> 8.0.



<a>
Entry from the Open Molecules 2025 dataset: C23H25N3O3S as an isolated structure (wB97M-V/def2-TZVPD).

Results
Kohn-Sham gap = 8.34 eV
E_HOMO = -7.98 eV

Each line ends with the Löwdin charge.
Element x y z (Å)
S 3.1602 -2.0124 -1.4658  1.06
O -1.9402 -0.4948 -2.3283  -0.09
O 3.7979 1.5045 -1.7338  -0.02
O -3.7379 -1.3340 0.0271  -0.12
N 2.1800 1.0916 -0.4067  0.00
N -3.2246 1.3184 -0.9372  0.14
N 5.7497 -0.1266 0.6569  -0.05
C 6.5072 1.7364 1.7303  -0.02
C 1.3007 0.0467 0.6065  0.04
C 4.3800 -2.8719 -1.2166  -0.57
C -0.7734 1.0064 -0.4757  -0.18
C 5.4429 0.9771 1.2983  -0.12
C 5.2686 -2.3131 -0.1150  -0.06
C 7.2186 -0.1417 0.6851  -0.08
C -6.6012 1.0047 -0.2900  0.06
C -7.1808 -0.6328 1.6367  -0.06
C -2.1299 0.5840 -1.4107  -0.16
C 1.3630 2.2179 -0.4130  -0.07
C -5.9237 -1.4162 1.2003  0.03
C -4.4171 0.7044 -1.5124  -0.14
C 7.5986 0.8414 1.2903  -0.17
C -7.5358 0.4384 0.9965  -0.03
C -5.4557 0.3294 -0.5180  -0.15
C 5.0148 -0.8677 -0.0895  -0.29
C -3.5128 -2.6317 0.7759  -0.06
C 0.0386 1.8920 -1.3708  -0.06
C 0.0148 -0.3339 -0.2628  -0.05
C 3.6980 -0.5575 -0.5609  -0.29
C 3.2243 0.7557 -0.8249  -0.62
C -5.0233 -0.8540 0.3266  -0.20
H 4.3970 1.2800 1.1094  0.13
H 6.5315 2.7169 2.4174  0.14
H -5.5317 -2.0421 1.8563  0.03
H -0.4132 2.6851 -1.4556  0.03
H 1.0214 2.8324 0.4792  0.16
H -4.2285 0.0241 -2.3050  0.13
H 8.6149 1.0078 1.6854  0.12
H 1.0740 0.4995 1.4844  0.09
H -7.7675 -0.8395 2.3138  0.01
H -2.4832 -2.9685 0.2191  0.13
H 4.3735 -4.2682 -1.2294  0.20
H 1.8394 -0.7112 0.6976  0.00
H 7.7154 -1.0925 0.1599  0.17
H -4.7510 1.4509 -2.0120  0.06
H 0.1628 1.4653 -2.2307  0.08
H -8.3367 1.1530 0.9648  0.08
H 0.1590 -0.9220 -0.9156  -0.03
H -0.5100 -1.1120 0.5996  0.19
H 1.9143 2.7498 -1.2957  0.16
H -0.9405 1.3854 0.3844  0.06
H -3.2824 -2.5587 1.8817  0.10
H -3.0925 1.6193 -0.1106  0.05
H 6.2566 -2.6531 0.0823  0.06
H -6.9572 1.9153 -0.7163  0.09
H -4.2670 -3.4777 0.6377  0.10



<b>
Entry from the Open Molecules 2025 dataset: one molecule with the formula C23H25N3O3S (wB97M-V/def2-TZVPD).

Results
structure (SMILES) = CCCCn1ccnc1C(=O)c1cccc(S(=O)(=O)N2c3ccccc3C[C@@H]2C)c1
Kohn-Sham gap = 7.87 eV
E_HOMO = -8.15 eV

Each line ends with the Löwdin charge.
Element x y z (Å)
S 1.4389 -2.2823 -0.3031  0.70
O 2.4578 -2.9265 -1.0731  -0.26
O 1.7118 -1.9261 1.0570  -0.27
O -0.2912 3.7174 -0.7835  0.07
N 0.1007 -3.2668 -0.2797  -0.13
N 1.8469 4.1909 1.1691  -0.02
N 2.8483 2.4373 0.2543  0.13
C -2.1892 -5.5731 -1.7866  -0.03
C -1.8479 3.4757 2.1418  -0.10
C -0.0504 1.4305 -2.4631  0.00
C 0.5451 1.5510 -1.2085  -0.12
C -1.5570 -5.9198 -2.9753  -0.10
C -0.3181 -5.3883 -3.2895  -0.08
C -1.5678 -4.6840 -0.9394  -0.16
C -2.0059 -4.1611 0.3979  -0.06
C 0.5847 2.8922 -0.5692  -0.27
C 0.8295 5.1223 1.5855  -0.13
C -0.1466 0.1975 -3.0825  -0.04
C 1.7289 3.1463 0.2912  -0.24
C -0.9167 -3.1289 0.7639  -0.32
C 0.3179 -4.4887 -2.4441  -0.03
C 1.0140 0.4098 -0.5640  -0.01
C 0.8865 -0.8152 -1.1835  -0.25
C 3.6924 3.0162 1.1178  -0.11
C 0.2286 4.7185 2.9380  -0.18
C -1.4643 -1.7056 0.8171  -0.04
C 0.3242 -0.9378 -2.4404  -0.04
C 3.0848 4.1032 1.7058  -0.04
C -0.3260 -4.1356 -1.2716  -0.21
C -0.5284 3.3901 2.8998  -0.25
H -1.6888 3.7114 1.0932  0.05
H 1.4667 0.4532 0.4127  0.11
H -0.4493 5.5120 3.2574  0.11
H -2.0562 -4.9683 1.1308  0.12
H 4.6804 2.6316 1.2705  0.10
H -0.5947 0.1165 -4.0612  0.11
H 0.1028 2.6195 2.4499  0.10
H 3.4411 4.7998 2.4376  0.12
H 0.1686 -5.6774 -4.2091  0.10
H -0.4415 -3.3580 1.7233  0.14
H -2.9905 -3.6937 0.3444  0.12
H 1.2952 -4.0965 -2.6732  0.10
H 0.2491 -1.9100 -2.9011  0.10
H 1.2865 6.1128 1.6723  0.13
H -2.4864 4.2425 2.5757  0.07
H -2.3708 2.5237 2.1956  0.07
H -3.1493 -5.9956 -1.5298  0.11
H -0.6765 -1.0157 1.1054  0.06
H -0.7305 3.0834 3.9287  0.11
H 0.0585 5.1542 0.8164  0.11
H -2.2628 -1.6491 1.5536  0.09
H -0.4280 2.3212 -2.9430  0.12
H -2.0321 -6.6146 -3.6509  0.10
H -1.8575 -1.4112 -0.1546  0.09
H 1.0348 4.6492 3.6729  0.11



Relative energy of each structure, in kcal/mol: <a> 441.9; <b> 0.0.